No. 1
The following is a DFT calculation (ωB97M-V with the def2-TZVPD basis set) of the molecule C5H8O.

The geometry in XYZ format:
```
14
Properties=species:S:1:pos:R:3:lowdin_charge:R:1
C 0.6192 -0.5739 -1.0263 -0.10
C -0.1243 -1.3587 -0.2488 -0.09
C -0.6889 -0.8897 1.0655 -0.21
O -0.4048 0.4595 1.3797 -0.14
C -0.2926 1.3070 0.2536 -0.22
C 0.8654 0.8577 -0.6287 -0.17
H 1.0209 -0.9436 -1.9676 0.10
H -0.3612 -2.3804 -0.5397 0.10
H -0.2566 -1.4811 1.8834 0.13
H -1.7779 -1.0699 1.0841 0.12
H -0.1356 2.3150 0.6479 0.12
H -1.2232 1.3047 -0.3373 0.13
H 0.9599 1.5065 -1.5073 0.11
H 1.7997 0.9468 -0.0584 0.12
```

Computed properties:
SMILES = C1=CCOCC1
frontier orbital gap = 10.43 eV
E_LUMO = 1.1 eV
energy above the lowest of the compared OMol25 structures with the same formula, charge and spin = 24.11 kcal per mole
electronic energy = -7361.2099 eV

---

No. 2
The following is a DFT calculation (ωB97M-V with the def2-TZVPD basis set) of a structure of composition C4H3BrOS in a non-equilibrium geometry.

The geometry in XYZ format:
```
10
Properties=species:S:1:pos:R:3:lowdin_charge:R:1
C -0.9839 -0.3498 0.1158 -0.11
C 0.2927 -1.0298 0.1659 -0.24
C -1.1731 0.9319 -0.2289 -0.24
C 1.4712 -0.4380 0.1664 -0.81
O -0.2347 1.8540 -0.4962 -0.52
S 1.2280 1.8286 0.3020 0.84
Br 3.1788 -1.0441 -0.0592 0.74
H -1.8609 -0.9603 0.2588 0.10
H 0.2531 -2.1137 0.1608 0.11
H -2.1713 1.3212 -0.3854 0.12
```

Computed properties:
frontier orbital gap = 8.08 eV
E_LUMO = -0.2 eV
energy above the lowest of the compared OMol25 structures with the same formula, charge and spin = 62.75 kcal per mole
electronic energy = -87118.3521 eV

---

No. 3
The following is a DFT calculation (ωB97M-V with the def2-TZVPD basis set) of a structure of composition C10H15F3N2O9P2SW in a non-equilibrium geometry.

The geometry in XYZ format:
```
43
Properties=species:S:1:pos:R:3:lowdin_spin:R:1
W -0.6311 -0.0013 0.6713 1.73
C -2.9867 3.6396 -1.3910 0.00
C -3.0260 2.3902 -0.5284 0.00
O -4.3452 1.9657 -0.1994 0.00
P -2.4804 0.8719 -1.3981 0.00
O -3.3655 0.6368 -2.6566 0.00
O -1.0055 1.0175 -1.9848 0.02
O -2.3687 -0.3289 -0.4827 0.04
P -1.9810 2.5434 1.0087 0.01
O -0.4892 2.5188 0.2355 0.03
O -2.1601 3.7370 1.8117 0.00
O -2.0004 1.1222 1.6112 0.05
H -3.6741 3.5409 -2.2307 0.00
H -1.9826 3.8353 -1.7702 0.00
H -3.2923 4.4960 -0.7890 0.00
H -4.7835 2.6009 0.3838 0.00
H -4.3315 0.5772 -2.5408 0.00
H -0.8901 1.4941 -2.8232 0.00
H -0.0457 3.3700 0.3671 0.00
F 3.2513 -3.0092 1.4422 0.00
C 2.4693 -4.0159 0.8815 0.00
F 3.3067 -4.8447 0.2795 0.00
F 1.8827 -4.6426 1.8901 0.00
C 1.4985 -3.3983 -0.0902 0.00
C 1.4468 -3.7841 -1.4188 0.02
C 0.5646 -3.1317 -2.2766 0.00
C -0.1602 -2.0624 -1.8108 0.01
N -0.0853 -1.6547 -0.5308 0.01
C 0.6452 -2.3903 0.3444 0.03
S 0.2692 -1.9017 1.9762 0.00
H 2.0773 -4.5878 -1.7759 0.00
H 0.4679 -3.4416 -3.3065 0.00
H -0.8286 -1.5104 -2.4551 0.00
N 3.8658 -0.1773 1.9936 0.00
C 2.9587 0.9776 2.2852 0.00
C 1.6362 0.7681 1.5863 0.02
O 0.5581 0.9654 2.1895 0.01
O 1.5702 0.2841 0.4202 0.01
H 4.4023 -0.0332 1.1370 0.00
H 3.3362 -1.0543 1.8754 0.00
H 4.5253 -0.3184 2.7615 0.00
H 3.4266 1.9036 1.9560 0.00
H 2.7546 1.0323 3.3517 0.00
```

Computed properties:
<S²> = 2.01
frontier orbital gap (spin up / spin down) = 7.84 / 8.13 eV
E_LUMO (spin up / spin down) = -6.8 / -7.0 eV
energy above the lowest of the compared OMol25 structures with the same formula, charge and spin = 31.48 kcal per mole
electronic energy = -71403.8041 eV
net charge = +2
multiplicity = 3

---

Q: Look up the energy above the lowest of the compared OMol25 structures with the same formula, charge and spin of the first one.
A: 24.11 kcal per mole